Entry from OMol25: C11H15IO2 in the gas phase (wB97M-V/def2-TZVPD).

Each line ends with the natural charge from an NBO analysis.
Atoms and positions in Å:
C  1.3683  -3.1305  1.3897  -0.65
C  -0.1011  -2.8301  1.3283  -0.24
C  -0.4831  -1.5730  1.1785  -0.02
I  -2.6595  -1.3162  1.1584  0.06
C  0.3175  -0.4180  1.0171  -0.53
C  0.7293  -0.2153  -0.4645  -0.43
C  0.3970  1.1896  -1.0028  0.06
O  1.1627  1.4328  -2.1680  -0.70
C  -1.0725  1.3143  -1.4210  0.00
C  -1.8820  2.3963  -0.6505  -0.62
C  -1.6026  0.6430  -2.4182  -0.18
C  -1.0818  -0.4051  -3.3188  -0.57
C  0.1499  -0.8206  -3.4639  0.76
O  1.1733  -1.3683  -3.5148  -0.47
H  2.0277  -2.4017  0.9282  0.21
H  1.5350  -4.1410  0.9330  0.23
H  1.7147  -3.3095  2.4747  0.22
H  -0.7428  -3.6396  1.6387  0.22
H  1.2409  -0.5267  1.7464  0.23
H  -0.2110  0.4708  1.4844  0.24
H  1.7789  -0.5793  -0.5681  0.21
H  0.1519  -0.9397  -1.2180  0.23
H  0.7703  1.8070  -0.2363  0.17
H  1.8528  0.7906  -2.1369  0.47
H  -2.8392  1.8504  -0.4097  0.23
H  -1.8091  3.2626  -1.1278  0.21
H  -1.2984  2.5433  0.2990  0.20
H  -2.6291  0.7468  -2.6108  0.21
H  -1.7203  -0.7547  -3.9976  0.26

Its spin multiplicity is 1. As for the HOMO energy: -8.189 eV. For the energy above the lowest of the compared OMol25 structures with the same formula, charge and spin, the calculation gives 43.7 kcal/mol.